Record 1
Here is a molecular structure, C55H51AsF2N2O7W from the OMol25 dataset. Energies are from ωB97M-V with the def2-TZVPD basis set.

Summary:
LUMO energy (alpha / beta)   -0.23418 / -0.23364 Eh
HOMO (alpha / beta)   -11.02 / -11.04 eV
Total charge   +2
Spin multiplicity   3
Kohn-Sham gap (alpha / beta)   4.651 / 4.686 eV
E_tot   -5264.49464 Ha

Last column: Löwdin charge in e.
Element x y z (Å)
W (-0.520, -0.291, 0.457)  2.03
C (3.375, 1.740, 0.807)  -0.06
O (2.072, 1.634, 0.251)  -0.25
C (1.784, 2.562, -0.770)  -0.18
C (1.137, 1.874, -1.949)  -0.15
O (-0.102, 1.230, -1.598)  -0.29
C (-1.024, 1.278, -2.697)  -0.05
H (4.144, 1.594, 0.043)  0.10
H (3.464, 0.949, 1.549)  0.10
H (3.529, 2.709, 1.286)  0.08
H (2.697, 3.040, -1.140)  0.14
H (1.125, 3.353, -0.392)  0.11
H (1.804, 1.135, -2.396)  0.13
H (0.925, 2.632, -2.707)  0.14
H (-1.168, 2.316, -3.001)  0.10
H (-1.972, 0.870, -2.366)  0.08
H (-0.644, 0.702, -3.544)  0.11
F (-5.571, 1.851, 0.915)  0.10
C (-4.817, 0.926, 0.320)  -0.25
C (-3.435, 1.018, 0.457)  -0.04
C (-2.625, 0.071, -0.145)  -0.18
C (-3.216, -0.933, -0.931)  -0.13
C (-4.600, -0.989, -1.019)  -0.19
F (-5.191, -1.949, -1.738)  0.10
C (-5.428, -0.075, -0.393)  0.10
C (-2.278, -1.750, -1.700)  -0.19
C (-2.615, -2.672, -2.681)  0.04
C (-1.620, -3.210, -3.480)  0.00
C (-0.314, -2.788, -3.309)  0.00
C (-0.040, -1.895, -2.294)  -0.08
N (-0.984, -1.414, -1.473)  -0.01
H (-3.056, 1.851, 1.024)  0.08
H (-6.502, -0.137, -0.491)  0.15
H (-3.645, -2.944, -2.832)  0.12
H (-1.873, -3.929, -4.248)  0.13
H (0.491, -3.146, -3.934)  0.13
H (0.966, -1.550, -2.144)  0.11
C (-1.671, -4.047, 1.724)  0.04
C (-1.130, -2.712, 2.201)  -0.36
O (-1.371, -1.732, 1.174)  -0.24
C (0.293, -2.620, 2.790)  -0.15
C (2.252, -4.082, 3.020)  -0.01
C (2.911, -3.381, 3.967)  -0.06
C (2.865, -1.965, 4.139)  -0.02
C (2.001, -0.997, 3.582)  -0.02
C (0.800, -1.196, 2.936)  -0.26
O (0.158, -0.169, 2.339)  -0.24
H (-2.711, -3.893, 1.431)  0.11
H (-1.664, -4.752, 2.554)  0.11
H (-1.115, -4.481, 0.901)  0.07
H (2.258, -5.147, 2.850)  0.13
H (3.556, -3.931, 4.639)  0.12
H (3.644, -1.559, 4.773)  0.11
H (2.321, 0.033, 3.679)  0.09
O (-0.696, 1.551, 0.908)  -0.58
As (-0.663, 2.648, 2.262)  1.39
C (1.044, 3.172, 2.906)  -0.31
C (1.637, 4.319, 2.383)  -0.09
C (2.824, 4.778, 2.933)  -0.06
C (3.407, 4.095, 3.992)  -0.04
C (2.807, 2.955, 4.514)  -0.04
C (1.615, 2.493, 3.979)  -0.10
C (-1.702, 2.064, 3.753)  -0.29
C (-2.633, 1.037, 3.693)  -0.09
C (-3.417, 0.762, 4.803)  -0.05
C (-3.273, 1.512, 5.962)  -0.04
C (-2.342, 2.538, 6.019)  -0.04
C (-1.550, 2.819, 4.916)  -0.09
C (-1.458, 4.173, 1.440)  -0.31
C (-1.693, 5.302, 2.223)  -0.08
C (-2.280, 6.417, 1.650)  -0.05
C (-2.627, 6.405, 0.304)  -0.04
C (-2.387, 5.280, -0.471)  -0.05
C (-1.800, 4.156, 0.092)  -0.09
H (1.174, 4.861, 1.567)  0.11
H (3.290, 5.672, 2.540)  0.12
H (4.330, 4.460, 4.422)  0.12
H (3.259, 2.438, 5.350)  0.12
H (1.123, 1.627, 4.402)  0.10
H (-2.760, 0.452, 2.794)  0.08
H (-4.141, -0.041, 4.763)  0.11
H (-3.889, 1.296, 6.824)  0.12
H (-2.226, 3.121, 6.923)  0.12
H (-0.814, 3.611, 4.981)  0.11
H (-1.424, 5.322, 3.273)  0.11
H (-2.468, 7.295, 2.253)  0.12
H (-3.088, 7.277, -0.139)  0.12
H (-2.660, 5.277, -1.518)  0.12
H (-1.612, 3.276, -0.509)  0.09
C (0.689, -5.592, 6.507)  -0.05
O (0.754, -4.611, 5.472)  -0.09
C (-0.381, -3.974, 5.114)  -0.22
C (-1.623, -4.262, 5.739)  0.03
C (-2.855, -3.784, 5.225)  -0.06
C (-2.925, -2.926, 4.179)  -0.03
C (-1.659, -2.397, 3.630)  -0.16
C (-0.388, -3.057, 4.097)  0.02
N (1.465, -3.296, 2.094)  -0.03
C (1.293, -3.824, 0.659)  -0.06
C (2.323, -3.067, -0.126)  -0.20
C (3.462, -3.713, -0.611)  -0.01
C (4.466, -3.047, -1.298)  -0.06
C (4.365, -1.681, -1.511)  -0.05
C (3.255, -0.990, -1.046)  -0.03
C (2.264, -1.687, -0.375)  -0.27
O (1.155, -0.960, 0.085)  -0.26
H (0.374, -5.149, 7.453)  0.10
H (1.701, -5.972, 6.610)  0.10
H (0.022, -6.411, 6.235)  0.10
H (-1.652, -4.937, 6.580)  0.10
H (-3.764, -4.139, 5.693)  0.12
H (-3.876, -2.577, 3.798)  0.12
H (-1.598, -1.311, 3.783)  0.14
H (2.091, -2.496, 1.956)  0.13
H (0.312, -3.473, 0.345)  0.03
H (3.526, -4.779, -0.432)  0.12
H (5.331, -3.590, -1.655)  0.11
H (5.145, -1.148, -2.039)  0.11
H (3.161, 0.074, -1.190)  0.08


Record 2
Here is a molecular structure, C55H52F4N8O5RbSSiTe from the OMol25 dataset. Energies are from ωB97M-V with the def2-TZVPD basis set.

Summary:
LUMO energy (alpha / beta)   -0.03065 / 0.05336 Eh
HOMO (alpha / beta)   -4.06 / -4.07 eV
Total charge   -1
Kohn-Sham gap (alpha / beta)   3.223 / 5.522 eV
E_tot   -4320.57200 Ha

Last column: Löwdin charge in e.
Element x y z (Å)
Rb (-0.443, 0.317, -0.592)  0.64
C (-5.079, -4.419, 3.850)  -0.04
C (-5.303, -3.946, 2.404)  -0.55
C (-6.352, -2.823, 2.389)  -0.04
C (-5.831, -5.118, 1.573)  -0.06
C (-3.986, -3.402, 1.860)  -0.14
C (-3.410, -2.273, 2.427)  0.00
C (-2.237, -1.778, 1.893)  -0.14
N (-1.611, -2.323, 0.856)  0.10
C (-2.105, -3.450, 0.342)  -0.19
C (-3.295, -4.000, 0.812)  0.05
C (-1.343, -4.104, -0.780)  -0.18
C (-1.924, -5.075, -1.582)  0.02
C (-1.193, -5.710, -2.581)  -0.15
C (0.123, -5.305, -2.743)  0.00
C (0.627, -4.311, -1.920)  -0.11
N (-0.075, -3.720, -0.959)  0.10
C (-1.827, -6.831, -3.404)  -0.55
C (-0.973, -7.199, -4.620)  -0.07
C (-1.950, -8.067, -2.498)  -0.04
C (-3.221, -6.411, -3.890)  -0.05
H (-6.015, -4.803, 4.268)  0.08
H (-4.728, -3.604, 4.488)  0.08
H (-4.333, -5.218, 3.884)  0.09
H (-7.307, -3.202, 2.764)  0.09
H (-6.506, -2.448, 1.373)  0.09
H (-6.052, -1.980, 3.017)  0.07
H (-6.793, -5.443, 1.977)  0.09
H (-5.152, -5.975, 1.607)  0.09
H (-5.983, -4.838, 0.527)  0.06
H (-3.862, -1.762, 3.269)  0.10
H (-1.769, -0.896, 2.305)  0.07
H (-3.690, -4.890, 0.349)  0.09
H (-2.971, -5.316, -1.462)  0.09
H (0.763, -5.728, -3.506)  0.10
H (1.656, -3.978, -2.030)  0.12
H (-0.005, -7.616, -4.333)  0.08
H (-0.800, -6.330, -5.262)  0.09
H (-1.496, -7.954, -5.211)  0.08
H (-0.969, -8.385, -2.135)  0.09
H (-2.401, -8.895, -3.053)  0.09
H (-2.580, -7.853, -1.631)  0.09
H (-3.186, -5.467, -4.439)  0.08
H (-3.932, -6.279, -3.074)  0.05
H (-3.623, -7.181, -4.555)  0.09
O (1.963, 3.953, 0.897)  -0.19
H (2.117, 3.764, 1.832)  0.01
H (2.590, 3.406, 0.398)  -0.01
O (3.016, 2.489, -1.384)  -0.12
H (3.103, 2.712, -2.316)  0.04
H (2.921, 1.509, -1.386)  0.00
O (2.522, -0.193, -1.586)  -0.12
H (2.312, -0.486, -2.482)  0.01
H (2.461, -0.957, -0.967)  0.01
O (1.986, -2.185, 0.177)  -0.09
H (2.029, -1.976, 1.120)  0.01
H (1.104, -2.581, 0.010)  0.00
O (-1.922, 2.438, -2.165)  -0.29
N (-1.750, 3.536, -1.323)  -0.34
Te (0.151, 4.040, -1.445)  1.55
S (-4.289, 1.140, 3.891)  1.04
C (-2.748, 1.268, 3.093)  -0.46
N (-2.779, 1.335, 1.808)  0.05
C (-4.097, 1.292, 1.348)  -0.31
C (-4.477, 1.315, 0.003)  0.00
C (-5.813, 1.194, -0.314)  -0.06
C (-6.781, 1.062, 0.693)  -0.08
C (-6.424, 1.049, 2.027)  -0.10
C (-5.068, 1.161, 2.344)  -0.48
H (-1.834, 1.234, 3.680)  0.06
H (-3.723, 1.427, -0.768)  0.09
H (-6.120, 1.194, -1.354)  0.10
H (-7.825, 0.964, 0.419)  0.11
H (-7.173, 0.944, 2.803)  0.11
C (2.021, 4.643, 4.825)  -0.11
C (3.058, 3.720, 4.782)  -0.10
C (2.864, 2.470, 4.197)  -0.09
C (1.637, 2.100, 3.623)  -0.34
C (0.618, 3.065, 3.665)  -0.15
C (0.793, 4.308, 4.265)  -0.10
Si (1.309, 0.405, 2.756)  0.71
C (3.070, -0.367, 2.803)  -0.35
C (3.526, -1.295, 3.751)  -0.10
C (4.816, -1.821, 3.700)  -0.10
C (5.696, -1.421, 2.703)  -0.11
C (5.274, -0.499, 1.752)  -0.09
C (3.980, 0.005, 1.801)  -0.13
C (0.435, -0.540, 4.199)  -0.33
C (-0.057, 0.062, 5.370)  -0.11
C (-0.803, -0.647, 6.312)  -0.10
C (-1.063, -1.999, 6.128)  -0.11
C (-0.567, -2.632, 4.993)  -0.10
C (0.157, -1.909, 4.052)  -0.15
H (2.170, 5.616, 5.278)  0.09
H (4.023, 3.973, 5.209)  0.09
H (3.687, 1.762, 4.186)  0.09
H (-0.331, 2.849, 3.176)  0.08
H (-0.022, 5.025, 4.274)  0.10
H (2.862, -1.612, 4.548)  0.09
H (5.136, -2.540, 4.447)  0.09
H (6.700, -1.829, 2.661)  0.09
H (5.947, -0.187, 0.960)  0.10
H (3.658, 0.703, 1.029)  0.09
H (0.148, 1.113, 5.554)  0.09
H (-1.169, -0.141, 7.200)  0.09
H (-1.640, -2.554, 6.859)  0.09
H (-0.762, -3.687, 4.831)  0.10
H (0.497, -2.426, 3.155)  0.10
F (-0.912, -1.979, -3.393)  0.11
C (-2.096, -1.371, -3.548)  -0.15
C (-3.222, -2.138, -3.457)  -0.13
F (-3.058, -3.458, -3.286)  0.09
C (-4.528, -1.603, -3.479)  -0.05
C (-4.554, -0.215, -3.747)  -0.15
C (-3.425, 0.550, -3.848)  -0.16
F (-3.581, 1.855, -4.089)  0.12
C (-2.131, 0.026, -3.695)  -0.06
C (-0.930, 0.841, -3.652)  -0.16
C (0.325, 0.349, -4.137)  -0.19
N (1.357, -0.035, -4.476)  0.18
C (-0.825, 2.052, -2.941)  -0.61
N (0.291, 2.729, -2.861)  -0.26
F (-5.729, 0.421, -3.839)  0.10
C (-5.686, -2.377, -3.208)  -0.17
C (-5.608, -3.666, -2.595)  -0.19
N (-5.588, -4.695, -2.068)  0.17
C (-7.020, -1.897, -3.408)  -0.23
N (-8.117, -1.564, -3.549)  0.14